Entry from the OMol25 dataset: 2 unconnected molecules or ions with the total composition C22H30N6O4 in a non-equilibrium geometry (wB97M-V/def2-TZVPD).

Summary:
E_HOMO ... -8.6 eV
Total charge ... 0
Relative energy (zero: lowest compared OMol25 entry of this formula, charge and spin) ... 0.0 kJ/mol
Orbital gap ... 8.72 eV
Structure (SMILES) ... CCn1cnc2c1c(=O)[nH]c(=O)n2Cc1ccccc1.CNC(=O)[C@@H](NC(C)=O)C(C)C
Energy ... -1485.92151 a.u.

CARTESIAN COORDINATES (ANGSTROEM)
O1 0.632 2.448 3.489
O2 -3.613 1.667 4.255
O3 3.537 1.707 -4.975
O4 -0.047 2.180 -5.479
N1 -1.143 -1.282 1.476
C1 -0.334 1.742 3.265
C2 -2.615 1.303 3.658
C3 3.495 0.647 -4.372
C4 0.554 1.145 -5.221
C5 0.135 -1.228 1.186
C6 -1.384 -0.182 2.281
C7 -0.255 0.554 2.450
C8 -3.373 -3.846 5.809
C9 -3.851 -2.581 6.163
C10 -3.018 -4.109 4.483
C11 -3.969 -1.579 5.194
C12 -3.132 -3.105 3.515
C13 -3.611 -1.833 3.860
N2 -1.530 2.112 3.787
N3 0.819 0.243 -6.176
N4 -2.587 0.155 2.885
N5 0.736 -0.112 1.754
N6 2.389 0.162 -3.800
C14 4.740 -0.201 -4.251
C15 0.426 0.391 -7.577
C16 -3.733 -0.752 2.811
C17 2.865 -0.296 2.968
C18 -0.453 2.371 -2.414
C19 1.703 1.709 -1.471
C20 2.165 0.238 1.720
C21 0.992 2.015 -2.802
C22 1.060 0.821 -3.796
H1 0.656 -1.964 0.581
H2 -3.278 -4.622 6.563
H3 -4.134 -2.374 7.191
H4 -2.648 -5.090 4.203
H5 -4.341 -0.598 5.481
H6 -2.837 -3.313 2.489
H7 -1.561 2.862 4.460
H8 1.369 -0.559 -5.919
H9 2.476 -0.710 -3.307
H10 5.523 0.233 -4.873
H11 5.069 -0.209 -3.214
H12 4.531 -1.214 -4.589
H13 0.888 1.290 -7.991
H14 -0.659 0.497 -7.646
H15 0.743 -0.478 -8.155
H16 -3.789 -1.203 1.814
H17 -4.674 -0.208 2.954
H18 2.418 0.138 3.869
H19 3.926 -0.032 2.947
H20 2.776 -1.385 3.023
H21 -0.928 1.529 -1.910
H22 -0.454 3.232 -1.745
H23 -1.040 2.635 -3.291
H24 1.300 0.795 -1.038
H25 1.551 2.533 -0.772
H26 2.775 1.607 -1.631
H27 2.636 -0.181 0.825
H28 2.278 1.327 1.671
H29 1.468 2.887 -3.250
H30 0.361 0.078 -3.417

Entry from the OMol25 dataset: a single C15H15ClO8 molecule in a non-equilibrium geometry (wB97M-V/def2-TZVPD).

Summary:
E_HOMO ... -10.1 eV
Total charge ... 0
Relative energy (zero: lowest compared OMol25 entry of this formula, charge and spin) ... 7.8 kJ/mol
Orbital gap ... 9.75 eV
Structure (SMILES) ... C[C@]1(CC(=O)O)C=C(CC2=C(Cl)[C@](C)(CC(=O)O)OC2=O)C(=O)O1
Energy ... -1642.74205 a.u.

CARTESIAN COORDINATES (ANGSTROEM)
O1 -0.732 -2.343 0.030
O2 0.789 1.896 -0.436
O3 -4.588 -0.114 -3.922
O4 3.790 1.274 5.148
Cl1 -0.497 -1.017 3.591
O5 -4.214 -2.147 -2.981
O6 3.889 2.523 3.239
O7 -1.149 -1.880 -2.188
O8 2.015 1.173 1.349
C1 -1.040 -1.563 -0.881
C2 0.919 1.253 0.611
C3 -3.839 -1.013 -3.625
C4 3.289 1.683 4.124
C5 -1.495 -0.247 -0.602
C6 -0.139 0.527 1.258
C7 -1.754 0.336 -1.836
C8 0.373 -0.027 2.406
C9 -1.551 0.388 0.726
C10 -0.019 -0.277 -3.604
C11 2.727 -0.792 2.428
C12 -2.404 -0.829 -4.058
C13 1.872 1.243 3.797
C14 -1.364 -0.635 -2.936
C15 1.793 0.407 2.518
H1 -3.409 -2.620 -2.729
H2 4.780 2.738 3.567
H3 -2.031 1.351 -1.912
H4 -1.979 1.407 0.661
H5 -2.226 -0.150 1.441
H6 0.339 -1.063 -4.247
H7 0.716 -0.092 -2.830
H8 -0.115 0.670 -4.190
H9 2.673 -1.471 3.283
H10 2.538 -1.383 1.526
H11 3.785 -0.398 2.351
H12 -2.353 0.015 -4.774
H13 -2.122 -1.732 -4.590
H14 1.315 2.145 3.632
H15 1.417 0.760 4.656

Entry from the OMol25 dataset: 4 unconnected molecules or ions with the total composition C5H16N2O3 in a non-equilibrium geometry (wB97M-V/def2-TZVPD).

Summary:
E_HOMO ... -9.1 eV
Total charge ... 0
Relative energy (zero: lowest compared OMol25 entry of this formula, charge and spin) ... 373.3 kJ/mol
Orbital gap ... 9.50 eV
Structure (SMILES) ... C=NC(=C)CCN.O.O.O
Energy ... -535.23654 a.u.

CARTESIAN COORDINATES (ANGSTROEM)
C1 -1.279 1.823 -1.367
C2 -1.581 0.232 -1.354
C3 -0.466 -0.483 -0.490
C4 -0.701 -0.833 0.759
C5 1.578 -0.641 -1.738
N1 0.670 -1.205 -1.042
N2 -2.346 2.528 -0.754
H1 -1.366 2.081 -2.448
H2 -0.287 2.104 -1.087
H3 -2.528 -0.111 -0.961
H4 -1.500 -0.157 -2.338
H5 -1.503 -0.524 1.366
H6 0.002 -1.369 1.363
H7 1.590 0.470 -1.987
H8 2.317 -1.179 -2.266
H9 -2.266 2.345 0.278
H10 -3.221 1.992 -0.989
H11 1.330 -0.024 2.602
H12 2.848 -0.279 2.500
O1 2.112 -0.016 3.091
H13 0.201 -3.302 0.173
H14 -1.276 -3.293 0.662
O2 -0.387 -3.692 0.828
H15 2.111 2.857 1.319
H16 1.296 1.547 1.484
O3 1.859 2.081 0.835